{"formula": "C64H69F3IO5PS", "method": "ωB97M-V/def2-TZVPD", "symbols": ["C", "O", "C", "C", "C", "C", "S", "O", "C", "O", "C", "I", "P", "O", "O", "C", "C", "C", "F", "F", "F", "H", "H", "H", "H", "H", "H", "H", "H", "H", "H", "H", "H", "H", "H", "H", "C", "C", "C", "C", "C", "C", "H", "H", "H", "H", "H", "H", "C", "C", "C", "C", "C", "C", "H", "H", "H", "H", "H", "H", "C", "C", "C", "C", "C", "C", "H", "H", "H", "H", "H", "H", "C", "C", "C", "C", "C", "C", "H", "H", "H", "H", "H", "H", "C", "C", "C", "C", "C", "C", "H", "H", "H", "H", "H", "H", "C", "C", "C", "C", "C", "C", "H", "H", "H", "H", "H", "H", "C", "C", "C", "C", "C", "C", "H", "H", "H", "H", "H", "H", "C", "C", "C", "C", "C", "C", "H", "H", "H", "H", "H", "H", "C", "C", "C", "C", "C", "C", "H", "H", "H", "H", "H", "H"], "xyz": [[-0.62846, 0.52102, 0.77412], [-0.66937, 1.25751, -0.42636], [-0.12356, 2.55594, -0.26410], [-0.07074, 3.20740, -1.63426], [0.96811, 4.31379, -1.82695], [0.75482, 5.57087, -0.92528], [1.72843, 5.24381, 0.58862], [-0.66097, 5.63719, -0.64808], [-1.21519, 6.46787, -1.60831], [-2.18681, 6.18737, -2.22907], [-0.32066, 7.67384, -1.60247], [-0.83202, 9.07245, -3.12336], [-0.83328, 8.69617, -0.03541], [-0.44606, 7.74394, 1.21239], [-2.42464, 8.28542, -0.07042], [1.08891, 7.00654, -1.58474], [2.06289, 7.91148, -0.80737], [1.69414, 6.88484, -2.99376], [2.13140, 8.06016, -3.45871], [0.81799, 6.41903, -3.90416], [2.76035, 6.06773, -2.99133], [0.40377, 0.29645, 1.07132], [-1.16179, -0.41906, 0.63632], [-1.11563, 1.08308, 1.58204], [-0.77418, 3.13083, 0.41014], [0.87078, 2.48852, 0.19300], [-1.06073, 3.55922, -1.93123], [0.19163, 2.41856, -2.34663], [0.96564, 4.56740, -2.87812], [1.96039, 3.90577, -1.61623], [0.82150, 5.60876, 1.49767], [-1.05758, 6.99371, 1.29030], [-2.83703, 8.43809, -0.93411], [1.95696, 8.94055, -1.15419], [3.09836, 7.59425, -0.94006], [1.85738, 7.87800, 0.25890], [-4.25377, -4.44224, 2.14150], [-3.54312, -4.15573, 0.98410], [-3.43055, -2.84256, 0.54484], [-4.02677, -1.81629, 1.26459], [-4.73828, -2.10177, 2.42112], [-4.84906, -3.41349, 2.85933], [-4.33473, -5.46373, 2.48990], [-3.07377, -4.95418, 0.42313], [-2.87748, -2.61919, -0.35947], [-3.93747, -0.79239, 0.92335], [-5.19785, -1.29990, 2.98487], [-5.39238, -3.63286, 3.76979], [0.76381, -5.73352, -1.01464], [1.47762, -5.43681, -2.16757], [1.58276, -4.12212, -2.60083], [0.97851, -3.10156, -1.87876], [0.26977, -3.39805, -0.72319], [0.15945, -4.71399, -0.29294], [0.68232, -6.75850, -0.67671], [1.95276, -6.23104, -2.72860], [2.13582, -3.89234, -3.50248], [1.06207, -2.07540, -2.21335], [-0.19608, -2.60220, -0.15504], [-0.39541, -4.94386, 0.60880], [-1.73146, -2.94435, 4.48668], [-2.20013, -2.47204, 5.70418], [-1.40070, -2.54950, 6.83639], [-0.12952, -3.09900, 6.74948], [0.34033, -3.57225, 5.53156], [-0.45907, -3.49401, 4.39956], [-2.35460, -2.87968, 3.60591], [-3.19175, -2.04154, 5.76938], [-1.76852, -2.18389, 7.78654], [0.49368, -3.16279, 7.63297], [1.33181, -4.00386, 5.46553], [-0.09507, -3.86743, 3.44991], [1.65447, -8.99562, 7.56372], [2.79946, -8.67566, 8.28109], [3.12315, -7.34720, 8.51474], [2.30335, -6.33785, 8.02855], [1.16144, -6.65607, 7.30722], [0.83649, -7.98637, 7.07502], [1.40439, -10.03282, 7.37790], [3.44425, -9.46112, 8.65383], [4.01819, -7.09842, 9.07023], [2.55671, -5.30059, 8.21140], [0.52135, -5.86970, 6.93223], [-0.05316, -8.23474, 6.51054], [-1.81921, 4.34689, -8.51964], [-2.18551, 5.21657, -7.50154], [-1.22316, 5.71603, -6.63434], [0.10609, 5.34731, -6.78764], [0.47253, 4.47660, -7.80572], [-0.48985, 3.97633, -8.67180], [-2.57004, 3.95757, -9.19521], [-3.22180, 5.50727, -7.38430], [-1.50895, 6.39264, -5.83785], [0.85637, 5.73606, -6.11657], [1.50944, 4.18891, -7.92455], [-0.20488, 3.29684, -9.46466], [4.50426, -3.67802, 0.72238], [5.70442, -3.73132, 1.41651], [5.70880, -4.04365, 2.76850], [4.51410, -4.30887, 3.42291], [3.31250, -4.25404, 2.72846], [3.30711, -3.93453, 1.37706], [4.49776, -3.43440, -0.33258], [6.63669, -3.53085, 0.90407], [6.64443, -4.08389, 3.31221], [4.52179, -4.56137, 4.47652], [2.38100, -4.46577, 3.23927], [2.37632, -3.88866, 0.82826], [4.87992, -8.07335, 4.85748], [6.13016, -7.87642, 4.28991], [6.97052, -8.95940, 4.06897], [6.55742, -10.24007, 4.41066], [5.30479, -10.43697, 4.97681], [4.46813, -9.35257, 5.20142], [4.22290, -7.23024, 5.03261], [6.44844, -6.87794, 4.01748], [7.94750, -8.80537, 3.62886], [7.21205, -11.08440, 4.23592], [4.98233, -11.43524, 5.24477], [3.49354, -9.49706, 5.64451], [0.88385, 9.94454, -8.93376], [0.23454, 10.89584, -9.70883], [-1.04039, 10.64183, -10.19537], [-1.66736, 9.43805, -9.90330], [-1.01882, 8.48737, -9.12711], [0.25776, 8.73980, -8.64429], [1.87904, 10.14200, -8.55600], [0.72237, 11.83566, -9.93390], [-1.54532, 11.38233, -10.80251], [-2.66277, 9.24093, -10.28056], [-1.50454, 7.54819, -8.89604], [0.76147, 7.99400, -8.04245], [-8.22248, 2.01369, -0.41434], [-6.95399, 2.17038, -0.95553], [-6.13805, 1.06304, -1.14292], [-6.59300, -0.20088, -0.79260], [-7.86135, -0.35785, -0.25137], [-8.67571, 0.74992, -0.06107], [-8.85852, 2.87717, -0.26750], [-6.60089, 3.15553, -1.23208], [-5.14686, 1.18548, -1.56137], [-5.95679, -1.06449, -0.93829], [-8.21377, -1.34402, 0.02269], [-9.66431, 0.62858, 0.36289]], "forces_ev_per_angstrom": [[0.0, 0.2, 0.1], [0.0, -0.1, -0.1], [-0.2, -0.1, 0.0], [0.1, -0.1, -0.2], [0.2, 0.0, 0.2], [0.1, -0.1, -0.3], [-0.1, -0.3, 0.1], [0.1, -0.1, -0.2], [0.3, -0.2, 0.0], [-0.2, 0.2, 0.2], [-0.2, -0.6, -0.2], [-0.1, 0.0, -0.1], [0.2, 0.2, -0.1], [-0.2, -0.1, 0.2], [0.0, 0.1, -0.2], [0.0, 0.8, 0.3], [0.1, -0.2, 0.2], [-0.1, -0.1, 0.1], [0.1, 0.1, 0.0], [0.0, 0.0, 0.0], [0.0, -0.1, 0.0], [0.0, 0.1, 0.0], [0.0, 0.1, -0.1], [0.0, -0.1, 0.0], [0.2, 0.0, 0.1], [0.0, 0.0, -0.1], [0.0, 0.0, 0.1], [0.0, 0.0, 0.1], [-0.1, 0.0, -0.1], [0.0, 0.1, 0.0], [0.0, 0.2, 0.0], [0.1, 0.0, 0.0], [-0.1, 0.0, 0.1], [0.1, -0.1, -0.1], [-0.1, 0.0, 0.0], [-0.1, 0.0, 0.0], [0.0, 0.0, 0.0], [0.0, 0.0, 0.0], [0.0, 0.0, 0.0], [0.0, 0.1, 0.0], [0.0, 0.0, 0.0], [-0.1, 0.0, 0.0], [0.0, 0.0, 0.0], [0.0, 0.0, 0.0], [0.0, 0.0, 0.0], [0.0, 0.0, 0.0], [0.0, 0.0, 0.0], [0.0, 0.0, 0.0], [0.0, 0.0, 0.0], [0.0, 0.0, 0.0], [0.0, 0.0, 0.0], [0.0, 0.0, 0.0], [-0.1, 0.0, 0.0], [-0.1, 0.0, 0.0], [0.0, 0.0, 0.0], [0.0, 0.0, 0.0], [0.0, 0.0, 0.0], [0.0, 0.0, 0.0], [0.0, 0.0, 0.0], [0.0, 0.0, 0.0], [0.1, 0.0, -0.1], [0.0, 0.0, 0.0], [0.0, 0.0, 0.0], [0.0, 0.0, 0.0], [0.0, 0.0, 0.0], [0.0, 0.0, 0.1], [0.0, 0.0, 0.0], [0.0, 0.0, 0.0], [0.0, 0.0, 0.0], [0.0, 0.0, 0.0], [0.0, 0.0, 0.0], [0.0, 0.0, 0.0], [0.0, 0.0, 0.0], [0.0, 0.0, 0.0], [0.0, 0.0, 0.0], [0.0, 0.0, 0.0], [0.0, 0.0, 0.0], [0.0, 0.0, 0.0], [0.0, 0.0, 0.0], [0.0, 0.0, 0.0], [0.0, 0.0, 0.0], [0.0, 0.0, 0.0], [0.0, 0.0, 0.0], [0.0, 0.0, 0.0], [0.0, 0.0, 0.0], [0.0, 0.0, 0.0], [0.0, 0.0, 0.1], [0.0, -0.1, -0.1], [0.0, 0.0, 0.0], [0.0, 0.0, 0.0], [0.0, 0.0, 0.0], [0.0, 0.0, 0.0], [0.0, 0.0, 0.0], [0.0, 0.0, 0.0], [0.0, 0.0, 0.0], [0.0, 0.0, 0.0], [0.0, 0.0, 0.0], [0.0, 0.0, 0.0], [0.0, 0.0, 0.0], [0.0, 0.0, 0.0], [0.0, 0.0, 0.0], [0.0, 0.0, 0.0], [0.0, 0.0, 0.0], [0.0, 0.0, 0.0], [0.0, 0.0, 0.0], [0.0, 0.0, 0.0], [0.0, 0.0, 0.0], [0.0, 0.0, 0.0], [0.0, 0.0, 0.0], [0.0, 0.0, 0.0], [0.0, 0.0, 0.0], [0.0, 0.0, 0.0], [0.0, 0.0, 0.0], [0.0, 0.0, 0.0], [0.0, 0.0, 0.0], [0.0, 0.0, 0.0], [0.0, 0.0, 0.0], [0.0, 0.0, 0.0], [0.0, 0.0, 0.0], [0.0, 0.0, 0.0], [0.0, 0.0, 0.0], [0.0, 0.0, 0.0], [0.0, 0.0, 0.0], [0.0, 0.0, 0.0], [0.0, 0.0, 0.0], [0.0, 0.0, 0.0], [0.0, 0.0, 0.0], [0.0, 0.0, 0.0], [0.0, 0.0, 0.0], [0.0, 0.0, 0.0], [0.0, 0.0, 0.0], [0.0, 0.0, 0.0], [0.0, 0.0, 0.0], [0.0, 0.0, 0.0], [0.0, 0.0, 0.0], [0.0, 0.0, 0.0], [0.0, 0.0, 0.0], [0.0, 0.0, 0.0], [0.0, 0.0, 0.0], [0.0, 0.0, 0.0], [0.0, 0.0, 0.0], [0.0, 0.0, 0.0], [0.0, 0.0, 0.0], [0.0, 0.0, 0.0]], "e_tot_ha": -4193.193956, "gap_ev": 9.176, "e_lumo_ev": 0.039, "e_homo_ha": -0.336}